Run A
The following is a DFT calculation (ωB97M-V with the def2-TZVPD basis set) of a 2-piece molecular cluster, C35H36N2O5 overall.

Last column: Löwdin charge in e.
Cartesian coordinates (Å):
C1 1.87 -6.52 -0.17  -0.03
O1 2.51 -5.97 1.01  -0.05
C2 2.53 -4.62 1.16  -0.23
C3 2.94 -4.11 2.41  0.06
C4 2.85 -2.76 2.63  0.01
N1 2.36 -1.92 1.68  -0.03
C5 2.44 -0.45 1.92  -0.09
C6 1.18 0.36 1.95  -0.13
C7 -0.06 0.02 1.51  0.05
C8 -1.28 0.23 2.34  -0.19
C9 -1.98 1.46 2.28  -0.02
C10 -3.05 1.74 3.09  0.02
C11 -3.43 0.81 4.09  -0.27
O2 -4.46 1.19 4.88  -0.10
C12 -5.04 0.28 5.85  -0.07
C13 -2.76 -0.43 4.18  -0.03
C14 -1.79 -0.74 3.24  -0.04
C15 1.38 1.72 2.62  -0.37
C16 2.76 2.33 2.44  0.00
O3 0.49 2.31 3.22  0.08
C17 2.04 -2.39 0.45  0.03
C18 2.16 -3.72 0.13  0.06
H1 1.78 -7.58 0.07  0.10
H2 0.87 -6.09 -0.36  0.11
H3 2.51 -6.38 -1.05  0.11
H4 3.29 -4.77 3.20  0.14
H5 3.12 -2.29 3.58  0.15
H6 2.96 -0.33 2.87  0.13
H7 3.08 -0.04 1.12  0.14
H8 -0.17 -0.54 0.56  0.12
H9 -1.65 2.22 1.57  0.10
H10 -3.60 2.69 3.03  0.13
H11 -5.93 0.82 6.16  0.09
H12 -5.32 -0.69 5.41  0.09
H13 -4.36 0.15 6.71  0.09
H14 -3.04 -1.13 4.97  0.10
H15 -1.35 -1.74 3.24  0.10
H16 2.83 2.72 1.41  0.10
H17 2.88 3.14 3.16  0.10
H18 3.54 1.57 2.59  0.06
H19 1.66 -1.64 -0.26  0.15
H20 1.93 -4.06 -0.88  0.13
C19 0.94 5.91 0.50  -0.08
C20 0.11 4.75 1.00  -0.21
O4 0.42 3.48 0.34  -0.07
C21 -0.55 2.91 -0.44  -0.50
C22 0.03 1.84 -1.29  -0.15
N2 -0.73 0.95 -1.84  0.08
C23 -0.57 0.16 -2.90  -0.24
C24 -1.70 -0.62 -3.39  -0.19
C25 -1.50 -1.72 -4.27  -0.09
C26 -2.54 -2.23 -5.03  -0.11
C27 -3.83 -1.68 -4.89  -0.13
C28 -4.06 -0.69 -3.93  -0.10
C29 -3.02 -0.22 -3.13  -0.03
C30 0.66 0.23 -3.72  -0.17
C31 0.62 0.18 -5.14  -0.04
C32 1.75 0.42 -5.91  -0.10
C33 2.96 0.75 -5.28  -0.12
C34 3.03 0.78 -3.89  -0.10
C35 1.90 0.48 -3.12  -0.08
O5 -1.73 3.27 -0.47  0.04
H21 0.92 6.66 1.30  0.08
H22 1.98 5.67 0.28  0.08
H23 0.45 6.36 -0.36  0.08
H24 0.31 4.57 2.07  0.11
H25 -0.95 4.97 0.84  0.11
H26 1.07 2.06 -1.56  0.08
H27 -0.50 -2.14 -4.38  0.11
H28 -2.35 -3.03 -5.76  0.10
H29 -4.64 -2.05 -5.52  0.09
H30 -5.06 -0.25 -3.83  0.10
H31 -3.21 0.53 -2.35  0.11
H32 -0.34 -0.01 -5.63  0.11
H33 1.68 0.37 -7.01  0.10
H34 3.83 1.00 -5.89  0.09
H35 3.96 1.05 -3.38  0.09
H36 1.99 0.46 -2.04  0.08

Computed properties:
**HOMO energy**: -4.89 eV
**LUMO level**: -1.7 eV
**Kohn-Sham gap**: 3.201 eV


Run B
The following is a DFT calculation (ωB97M-V with the def2-TZVPD basis set) of a 2-piece molecular cluster, C35H36N2O5 overall.

Last column: Löwdin charge in e.
Cartesian coordinates (Å):
C1 -4.62 0.82 6.33  -0.08
O1 -4.42 -0.47 5.68  -0.11
C2 -3.70 -0.50 4.52  -0.28
C3 -3.51 -1.77 3.93  -0.01
C4 -2.78 -1.88 2.76  -0.03
C5 -2.23 -0.75 2.15  -0.20
C6 -1.42 -0.87 0.86  -0.13
C7 -2.23 -0.74 -0.35  -0.13
C8 -2.60 0.54 -0.83  -0.49
O2 -2.07 1.59 -0.47  0.00
O3 -3.60 0.59 -1.77  0.04
C9 -4.48 -0.55 -1.90  -0.54
C10 -5.47 -0.60 -0.75  0.02
C11 -5.20 -0.43 -3.25  0.01
O4 -3.70 -1.76 -1.96  0.04
C12 -2.79 -1.94 -0.93  -0.47
O5 -2.51 -3.06 -0.56  0.05
C13 -2.46 0.51 2.71  -0.04
C14 -3.17 0.66 3.89  -0.03
H1 -5.18 0.60 7.23  0.09
H2 -3.65 1.27 6.59  0.09
H3 -5.19 1.49 5.68  0.09
H4 -3.94 -2.64 4.42  0.11
H5 -2.64 -2.85 2.29  0.12
H6 -0.68 -0.07 0.82  0.09
H7 -0.96 -1.86 0.82  0.12
H8 -4.96 -0.68 0.22  0.09
H9 -6.07 0.32 -0.77  0.09
H10 -6.13 -1.46 -0.89  0.10
H11 -4.47 -0.40 -4.07  0.08
H12 -5.86 -1.29 -3.39  0.09
H13 -5.80 0.49 -3.27  0.09
H14 -2.07 1.39 2.19  0.11
H15 -3.33 1.65 4.32  0.09
C15 -0.12 1.74 -3.43  0.03
C16 1.21 1.14 -3.28  -0.15
N1 1.99 0.83 -4.34  -0.02
C17 1.62 1.05 -5.73  0.01
C18 3.22 0.32 -3.91  -0.15
C19 3.22 0.34 -2.49  -0.09
C20 4.41 0.00 -1.86  -0.01
C21 5.48 -0.51 -2.61  -0.06
C22 5.42 -0.58 -4.01  -0.07
C23 4.28 -0.13 -4.69  -0.01
C24 1.89 0.80 -2.07  -0.07
C25 1.37 0.96 -0.79  0.12
C26 2.04 0.60 0.41  -0.11
C27 2.29 1.44 1.52  -0.18
C28 1.89 2.84 1.73  0.01
N2 3.04 0.76 2.43  -0.03
C29 3.53 1.32 3.68  0.01
C30 3.30 -0.53 1.97  -0.15
C31 2.66 -0.67 0.71  -0.14
C32 2.77 -1.87 0.02  -0.02
C33 3.55 -2.90 0.58  -0.07
C34 4.21 -2.73 1.81  -0.08
C35 4.09 -1.53 2.53  -0.01
H16 -0.57 1.92 -2.46  0.07
H17 -0.07 2.70 -3.97  0.11
H18 -0.80 1.07 -3.98  0.12
H19 2.44 0.72 -6.38  0.08
H20 0.72 0.47 -5.98  0.11
H21 1.42 2.11 -5.92  0.11
H22 4.49 0.12 -0.78  0.11
H23 6.38 -0.86 -2.10  0.11
H24 6.27 -0.97 -4.57  0.11
H25 4.22 -0.13 -5.78  0.10
H26 0.43 1.52 -0.69  0.12
H27 1.30 3.17 0.86  0.09
H28 1.27 2.95 2.62  0.10
H29 2.75 3.51 1.82  0.10
H30 4.12 0.56 4.21  0.08
H31 4.17 2.19 3.50  0.10
H32 2.70 1.62 4.33  0.10
H33 2.26 -1.99 -0.93  0.13
H34 3.64 -3.84 0.05  0.11
H35 4.82 -3.53 2.21  0.10
H36 4.59 -1.37 3.49  0.10

Computed properties:
**HOMO energy**: -5.96 eV
**LUMO level**: -1.8 eV
**Kohn-Sham gap**: 4.183 eV


Order from most stable to least stable according to the calculation: run B, run A


Run A
The following is a DFT calculation (ωB97M-V with the def2-TZVPD basis set) of a 2-piece molecular cluster, CHBrN4 overall.

Last column: natural (NBO) charge in e.
Cartesian coordinates (Å):
C1 1.89 -0.37 0.90  0.07
N1 -1.00 -0.16 -2.34  -0.05
N2 1.14 -1.22 1.01  -0.29
N3 -1.21 0.05 -1.26  0.22
N4 -1.21 0.08 -0.07  -0.42
Br1 -2.20 1.20 0.99  0.25
H1 2.59 0.42 0.78  0.23

Computed properties:
**HOMO energy**: -9.62 eV
**LUMO level**: -0.5 eV
**Kohn-Sham gap**: 9.121 eV


Run B
The following is a DFT calculation (ωB97M-V with the def2-TZVPD basis set) of one molecule with the formula CHBrN4.

Last column: natural (NBO) charge in e.
Cartesian coordinates (Å):
C1 0.43 0.10 -0.04  0.09
N1 0.80 1.39 -0.02  -0.25
N2 1.47 -0.71 0.02  -0.25
N3 2.08 1.41 0.05  -0.05
N4 2.45 0.16 0.08  -0.03
Br1 4.44 -0.14 0.00  0.28
H1 -0.59 -0.21 -0.10  0.22

Computed properties:
**HOMO energy**: -10.96 eV
**LUMO level**: -1.9 eV
**Kohn-Sham gap**: 9.094 eV
**SMILES**: Brn1ncnn1


Order from most stable to least stable according to the calculation: run B, run A


Run A
The following is a DFT calculation (ωB97M-V with the def2-TZVPD basis set) of a 5-piece molecular cluster, C2H15NO4S overall.

Last column: natural (NBO) charge in e.
Cartesian coordinates (Å):
C1 -1.26 -0.37 0.47  -0.24
C2 -2.41 -0.77 -0.39  -0.56
S1 -3.23 0.72 -0.95  -0.03
N1 -0.43 -1.63 0.80  -0.90
H1 -0.54 0.23 -0.05  0.19
H2 -1.44 0.16 1.49  0.19
H3 -2.00 -1.34 -1.28  0.23
H4 -3.06 -1.54 -0.03  0.22
H5 -3.39 1.33 0.22  0.12
H6 0.53 -1.47 1.30  0.40
H7 -0.90 -2.02 1.62  0.35
H8 2.41 0.06 0.85  0.48
H9 3.16 -0.05 2.07  0.47
O1 2.46 -0.59 1.61  -0.98
H10 -0.13 2.79 -0.98  0.47
H11 1.05 3.68 -0.61  0.48
O2 0.32 3.02 -0.19  -0.93
H12 1.24 -2.07 -0.69  0.50
H13 0.40 -1.52 -1.92  0.48
O3 1.27 -1.60 -1.53  -0.97
H14 1.99 0.22 -0.71  0.49
H15 1.56 1.61 -0.55  0.48
O4 2.39 1.16 -0.54  -0.97

Computed properties:
**HOMO energy**: -9.45 eV
**LUMO level**: 0.4 eV
**Kohn-Sham gap**: 9.828 eV
**SMILES**: NCCS.O.O.O.O


Run B
The following is a DFT calculation (ωB97M-V with the def2-TZVPD basis set) of a 5-piece molecular cluster, C2H15NO4S overall.

Last column: natural (NBO) charge in e.
Cartesian coordinates (Å):
C1 0.78 1.75 -0.31  -0.24
C2 1.25 0.31 -0.44  -0.51
S1 2.27 -0.13 1.00  -0.08
N1 -0.09 2.11 -1.43  -0.87
H1 0.16 1.82 0.58  0.23
H2 1.67 2.38 -0.20  0.17
H3 0.43 -0.40 -0.47  0.21
H4 1.83 0.22 -1.36  0.19
H5 1.79 -1.34 1.31  0.16
H6 -0.77 2.79 -1.13  0.37
H7 0.35 2.37 -2.29  0.35
H8 -1.89 -0.12 1.00  0.50
H9 -2.79 1.07 1.28  0.46
O1 -1.93 0.70 1.53  -0.98
H10 -0.83 -0.98 2.59  0.50
H11 -0.93 -2.38 1.88  0.48
O2 -0.33 -1.68 2.15  -0.97
H12 -1.01 -1.29 -3.73  0.48
H13 -0.30 0.00 -3.07  0.50
O3 -0.74 -0.84 -2.93  -0.98
H14 -1.28 -1.61 -0.74  0.50
H15 -2.71 -1.31 -1.00  0.48
O4 -2.11 -1.46 -0.26  -0.96

Computed properties:
**HOMO energy**: -8.39 eV
**LUMO level**: 0.4 eV
**Kohn-Sham gap**: 8.753 eV
**SMILES**: NCCS.O.O.O.O


Order from most stable to least stable according to the calculation: run B, run A


Run A
The following is a DFT calculation (ωB97M-V with the def2-TZVPD basis set) of an isolated ion of composition C4H4NO2S and charge -1.

Last column: natural (NBO) charge in e.
Cartesian coordinates (Å):
C1 1.67 -0.97 1.18  0.31
C2 1.80 1.13 -0.26  0.84
C3 -0.49 0.03 0.47  -0.58
C4 0.98 -0.28 0.10  -0.43
N1 2.32 -1.39 2.00  -0.40
O1 2.41 1.04 -1.28  -0.72
O2 1.54 1.96 0.55  -0.71
S1 0.98 -1.37 -1.34  -0.11
H1 -1.18 0.04 -0.51  0.21
H2 -0.96 -0.83 1.12  0.19
H3 -0.40 0.91 0.92  0.22
H4 1.50 -0.40 -2.09  0.19

Computed properties:
**HOMO energy**: -4.93 eV
**LUMO level**: 3.4 eV
**Kohn-Sham gap**: 8.375 eV
**SMILES**: C[C@](S)(C#N)C(=O)[O-]
**Net charge**: -1


Run B
The following is a DFT calculation (ωB97M-V with the def2-TZVPD basis set) of an isolated ion of composition C4H4NO2S and charge -1.

Last column: natural (NBO) charge in e.
Cartesian coordinates (Å):
C1 -0.17 1.38 0.47  -0.11
C2 0.28 0.18 0.13  -0.28
C3 -0.63 -0.92 -0.09  0.74
C4 1.74 -0.29 -0.15  -0.65
N1 -2.56 0.41 0.54  -0.38
O1 -0.19 -1.99 -0.45  -0.65
O2 -1.94 -0.78 -0.02  -0.41
S1 -3.42 1.27 -0.44  -0.02
H1 0.44 2.08 0.81  0.12
H2 2.32 0.54 -0.61  0.20
H3 1.98 -1.05 -0.90  0.23
H4 2.15 -0.84 0.72  0.21

Computed properties:
**HOMO energy (spin up / spin down)**: -3.69 / -2.67 eV
**LUMO level (spin up / spin down)**: 3.7 / 3.4 eV
**Kohn-Sham gap (spin up / spin down)**: 7.423 / 6.087 eV
**Net charge**: -1


Order from most stable to least stable according to the calculation: run A, run B